The following is a quantum chemistry calculation of the ion C3H6NO with charge +1, from OMol25.

For the energy above the lowest of the compared OMol25 structures with the same formula, charge and spin, the calculation gives 2.029 eV. As for the charge: +1. The calculation puts the HOMO energy at -0.5037 Eh. Its orbital gap is 0.3587 hartree. Its strongest force on any atom is 6.6 eV Å⁻¹.

The geometry in XYZ format:
```
11
Properties=species:S:1:pos:R:3:forces:R:3:lowdin_charge:R:1
N 1.326 0.315 0.031 -1.2292 0.3605 1.0951 0.19
C 0.067 -0.633 -0.268 0.1328 -0.8631 -0.3685 -0.15
C -1.210 0.026 -0.115 -6.6225 0.3547 0.4356 -0.02
C -2.496 0.019 -0.058 5.0372 -0.4606 -0.2172 -0.07
O -3.810 0.044 -0.048 2.8506 2.3107 -1.9755 0.15
H 1.429 0.970 -0.751 0.1193 -0.1983 0.0478 0.16
H 2.228 -0.140 0.237 -0.4603 -0.2153 -0.4461 0.17
H 1.131 0.919 0.880 -0.0614 -0.8399 -1.0719 0.19
H 0.038 -1.504 0.405 0.7546 0.5749 0.2074 0.14
H 0.179 -1.101 -1.272 0.4242 0.8544 0.4752 0.14
H -4.188 -0.600 0.493 -0.9453 -1.8780 1.8182 0.11
```
Forces are in eV/Å.